DFT (the ωB97M-V functional and the def2-TZVPD basis) results for a 3-piece molecular cluster, C2H2BrIO overall in a non-equilibrium geometry.

```
7
Properties=species:S:1:pos:R:3:forces:R:3:mulliken_charge:R:1
C -0.681056 -1.173761 1.042480 -0.2 0.6 -1.2 0.84
C 0.073453 -0.397566 0.282692 -0.8 1.6 2.8 -1.04
O -1.507845 -1.687440 1.665116 0.4 -0.4 0.2 -0.34
Br 4.533282 1.851448 -2.190782 0.0 0.0 0.0 0.00
I -3.377197 1.360985 -1.089484 0.1 -0.1 0.0 -0.01
H 0.252986 0.568581 0.810731 -0.3 -0.7 -0.4 0.22
H 0.706376 -0.522247 -0.520756 0.8 -1.1 -1.5 0.32
```
Forces are in eV/Å.

Results
Total charge: 0
F_max in eV Å⁻¹: 3.3
2S+1: 1
E_LUMO (alpha / beta) in hartree: -0.142 / -0.117
Gap between HOMO and LUMO (alpha / beta) in Eh: 0.208 / 0.233
Highest occupied orbital energy (alpha / beta) in eV: -9.515 / -9.526
Energy above the lowest of the compared OMol25 structures with the same formula, charge and spin in kJ/mol: 267.23